[1]
Entry from the Open Molecules 2025 dataset: C22H18InN6O2SSbSe4 as an isolated structure (ωB97M-V with the def2-TZVPD basis set).

Its maximum force is 0.795 eV/Å. The net charge is -2. Its LUMO energy is 3.605 eV. Its frontier orbital gap is 4.08 eV. The value obtained for the energy above the lowest of the compared OMol25 structures with the same formula, charge and spin is 1.405 eV. The calculation puts the total energy at -11762.6558 Eh.

Geometry as XYZ:
```
55
Properties=species:S:1:pos:R:3:nbo_charge:R:1
In -0.455 -0.220 0.606 1.501
O 2.933 -2.741 0.386 -0.690
C 2.052 -1.916 0.655 0.626
N 1.156 -1.397 -0.191 -0.754
C 1.033 -2.089 -1.447 -0.278
C -0.117 -3.070 -1.482 0.236
C -0.373 -3.820 -2.633 -0.263
C -1.450 -4.682 -2.639 -0.175
C -2.254 -4.763 -1.506 -0.287
C -1.932 -3.969 -0.421 0.069
N -0.880 -3.152 -0.403 -0.424
C 1.932 -1.443 2.083 0.129
C 3.033 -1.404 2.919 -0.217
C 2.841 -1.040 4.242 -0.159
C 1.565 -0.739 4.683 -0.227
C 0.520 -0.791 3.776 0.093
N 0.700 -1.150 2.507 -0.492
H 0.868 -1.362 -2.251 0.207
H 1.964 -2.615 -1.670 0.238
H 0.268 -3.711 -3.499 0.210
H -1.673 -5.276 -3.518 0.203
H -3.114 -5.419 -1.469 0.210
H -2.545 -3.965 0.473 0.208
H 4.003 -1.657 2.517 0.232
H 3.684 -0.964 4.918 0.209
H 1.376 -0.406 5.693 0.231
H -0.489 -0.518 4.057 0.229
Se 0.270 5.209 6.161 -0.969
Sb -0.179 4.925 3.762 0.719
Se -1.005 1.878 2.053 -0.472
Se 0.994 2.392 3.246 -0.503
Se 1.350 6.406 2.457 -1.035
C 2.175 3.756 0.145 -0.206
C 1.375 4.497 -0.700 -0.150
C 0.468 3.835 -1.516 -0.232
C 0.357 2.457 -1.409 0.125
N 1.113 1.740 -0.572 -0.452
C 2.021 2.377 0.159 0.076
C -0.672 1.702 -2.153 0.210
C -1.311 2.236 -3.276 -0.193
C -2.287 1.507 -3.920 -0.173
C -2.616 0.245 -3.442 -0.277
C -1.944 -0.218 -2.330 0.069
N -0.995 0.484 -1.702 -0.483
H 2.835 4.246 0.847 0.263
H 1.420 5.576 -0.669 0.245
H -0.191 4.405 -2.157 0.201
H 2.617 1.764 0.822 0.211
H -1.030 3.213 -3.639 0.212
H -2.791 1.919 -4.785 0.208
H -3.383 -0.362 -3.902 0.218
H -2.179 -1.184 -1.900 0.224
O -4.957 -0.045 0.758 -0.951
S -3.520 0.231 0.708 1.429
N -2.585 -0.914 0.571 -1.177
```

---

[2]
Entry from the Open Molecules 2025 dataset: a 2-piece molecular cluster, C5H9NO overall (ωB97M-V with the def2-TZVPD basis set).

Its maximum force is 0.371 eV/Å. Its SMILES is CC1=C(N=O)CC1.[H][H]. The net charge is 0. Its LUMO energy is -0.474 eV. Its frontier orbital gap is 8.44 eV. The value obtained for the energy above the lowest of the compared OMol25 structures with the same formula, charge and spin is 5.303 eV. The calculation puts the total energy at -325.7427 Eh.

Geometry as XYZ:
```
16
Properties=species:S:1:pos:R:3:nbo_charge:R:1
C -1.507 -1.082 -0.410 -0.670
C -0.527 -0.015 -0.070 0.138
C 0.781 0.163 0.227 0.016
N 1.890 -0.694 0.403 0.114
O 2.915 -0.077 0.619 -0.293
C 0.686 1.634 0.503 -0.430
C -0.828 1.446 0.194 -0.427
H -2.224 -0.714 -1.155 0.229
H -2.090 -1.313 0.490 0.239
H -1.057 -2.008 -0.775 0.243
H 0.923 1.899 1.537 0.215
H 1.237 2.288 -0.178 0.218
H -1.224 2.020 -0.651 0.215
H -1.484 1.584 1.060 0.215
H 1.078 -2.691 -1.201 -0.054
H 1.432 -2.441 -0.594 0.032
```

---

[3]
Entry from the Open Molecules 2025 dataset: an isolated ion of composition C4H8N3 and charge +1 in a non-equilibrium geometry (ωB97M-V with the def2-TZVPD basis set).

Its maximum force is 4.549 eV/Å. The net charge is +1. Its LUMO energy (alpha / beta) is -5.757 / -3.674 eV. Its frontier orbital gap (alpha / beta) is 5.96 / 8.94 eV. The value obtained for the energy above the lowest of the compared OMol25 structures with the same formula, charge and spin is 7.892 eV. The calculation puts the total energy at -321.0013 Eh.

Geometry as XYZ:
```
15
Properties=species:S:1:pos:R:3:nbo_charge:R:1
C -1.580 -1.557 0.533 -0.235
C -1.327 -0.290 -0.114 -0.541
C -0.119 0.521 -0.148 0.122
C 1.008 -0.164 0.172 0.278
N 1.791 -1.085 0.506 -0.160
N -0.222 1.880 -0.404 -0.724
N 2.385 0.254 0.319 -0.455
H -2.426 -2.145 0.580 0.220
H -0.805 -2.044 0.962 0.175
H -1.363 -0.886 -1.161 0.350
H -2.367 0.100 -0.184 0.289
H -1.123 2.223 -0.721 0.419
H 0.542 2.203 -0.987 0.395
H 2.883 0.277 -0.550 0.424
H 2.723 0.712 1.194 0.443
```

---

[4]
Entry from the Open Molecules 2025 dataset: one molecule with the formula C2H5NO2 in a non-equilibrium geometry (ωB97M-V with the def2-TZVPD basis set).

Its maximum force is 7.205 eV/Å. Its SMILES is NCC(=O)O. The net charge is 0. Its LUMO energy is 0.223 eV. Its frontier orbital gap is 10.13 eV. The value obtained for the energy above the lowest of the compared OMol25 structures with the same formula, charge and spin is 3.060 eV. The calculation puts the total energy at -284.3549 Eh.

Geometry as XYZ:
```
10
Properties=species:S:1:pos:R:3:nbo_charge:R:1
N 1.274 0.021 -0.199 -0.871
C 0.008 -0.669 0.116 -0.378
C -1.166 0.103 0.131 0.738
O -2.314 -0.320 -0.206 -0.604
O -0.890 1.361 0.134 -0.656
H 1.313 0.820 -0.888 0.379
H 2.066 0.028 0.652 0.422
H -0.261 -1.565 -0.508 0.239
H -0.185 -1.171 1.084 0.262
H 0.154 1.392 -0.315 0.470
```